A cluster of 2 separate species, C10H13O3 in total in a non-equilibrium geometry, computed with ωB97M-V/def2-TZVPD.

XYZ file:
```
26
Properties=species:S:1:pos:R:3
C 0.909 3.330 2.132
C -1.710 0.506 0.109
C -2.059 1.036 1.393
C -0.565 1.085 -0.511
C -1.097 1.775 2.118
C 0.274 1.960 0.134
C 0.006 2.327 1.426
O -2.339 -0.503 -0.303
H -0.285 -3.428 0.682
H -2.898 0.779 1.887
H -0.283 0.718 -1.493
H -1.188 2.077 3.129
H 1.077 2.473 -0.370
H 0.755 4.280 1.753
H 1.933 2.906 2.136
H 0.578 3.582 3.172
C 0.250 -2.401 -1.525
C 0.870 -2.163 -2.806
C 1.064 -3.211 -0.628
O 1.985 -3.891 -0.953
O 0.541 -3.072 0.718
H -0.012 -1.393 -1.042
H -0.919 -2.649 -1.614
H 0.229 -2.238 -3.718
H 1.797 -2.769 -2.900
H 1.086 -1.115 -2.927
```

As for the energy above the lowest of the compared OMol25 structures with the same formula, charge and spin: 285.8 kJ/mol. As for the total charge: -1. For the electronic energy, the calculation gives -614.55242 Eh. Its HOMO-LUMO gap is 6.08 eV.

A cluster of 2 separate species, C10H13O3 in total in a non-equilibrium geometry, computed with ωB97M-V/def2-TZVPD.

XYZ file:
```
26
Properties=species:S:1:pos:R:3
C -1.322 -0.877 -2.471
C -2.435 -1.582 -3.277
C -0.371 0.013 -3.217
O -0.447 0.170 -4.408
O 0.542 0.631 -2.422
H -1.814 -0.144 -1.816
H -0.904 -1.487 -1.661
H -3.060 -2.123 -2.578
H -2.064 -2.012 -4.207
H -3.121 -0.781 -3.635
C 0.260 1.557 4.712
C 0.882 -0.377 0.889
C -0.103 0.667 1.043
C 1.531 -0.850 2.062
C -0.349 1.264 2.266
C 1.252 -0.253 3.282
C 0.452 0.879 3.378
O 1.060 -0.898 -0.279
H 0.746 0.066 -1.601
H -0.421 1.089 0.106
H 2.044 -1.790 1.969
H -1.197 1.888 2.510
H 1.590 -0.679 4.233
H -0.684 2.144 4.732
H 1.154 2.138 4.933
H -0.184 0.902 5.481
```

As for the energy above the lowest of the compared OMol25 structures with the same formula, charge and spin: 112.7 kJ/mol. As for the total charge: -1. For the electronic energy, the calculation gives -614.61835 Eh. Its HOMO-LUMO gap is 6.88 eV.

A cluster of 2 separate species, C10H13O4P in total in a non-equilibrium geometry, computed with ωB97M-V/def2-TZVPD.

XYZ file:
```
28
Properties=species:S:1:pos:R:3
O -3.294 -0.803 1.288
C -2.372 -1.268 0.719
C -0.997 -1.948 1.133
C -0.737 -2.089 -0.249
C 0.207 -2.557 -1.108
C -0.001 -2.230 -2.480
C -1.145 -1.574 -2.880
C -2.093 -1.085 -1.985
C -1.897 -1.416 -0.660
H -1.259 -2.868 1.650
H -0.221 -1.309 1.674
H 1.025 -3.021 -0.654
H 0.848 -2.517 -3.053
H -1.187 -1.241 -3.886
H -2.830 -0.454 -2.383
C 1.601 3.963 1.881
O 1.047 3.121 0.913
P 0.051 1.867 1.546
O -0.653 1.330 0.142
O 1.257 0.782 1.502
C 2.045 0.351 0.425
H 2.413 3.347 2.240
H 0.950 4.133 2.657
H 1.914 4.921 1.451
H -1.287 1.909 -0.237
H 3.116 0.647 0.519
H 1.696 0.720 -0.580
H 1.803 -0.711 0.415
```

As for the energy above the lowest of the compared OMol25 structures with the same formula, charge and spin: 166.9 kJ/mol. The structure (SMILES) is O=C1Cc2ccccc21.COP(O)OC. For the electronic energy, the calculation gives -1031.12179 Eh. Its HOMO-LUMO gap is 9.46 eV.

The ion C10H13O5 with charge +1 in a non-equilibrium geometry, computed with ωB97M-V/def2-TZVPD.

XYZ file:
```
28
Properties=species:S:1:pos:R:3
C 0.761 2.341 0.562
C -0.443 1.921 0.893
C 1.450 1.761 -0.609
C -2.898 -0.434 -0.192
C 2.488 -0.699 0.231
C -1.301 1.090 -0.116
C -0.712 -0.345 -0.387
C -4.195 -1.120 -0.179
C 3.811 -1.335 -0.293
C 0.228 -1.010 0.680
O -1.858 -1.161 -0.543
O 2.552 0.440 0.677
O 0.894 1.197 -1.524
O -2.624 0.728 0.313
O 1.455 -1.425 0.030
H 1.432 2.872 1.281
H -1.122 2.431 1.533
H 2.548 1.995 -0.742
H -1.446 1.614 -1.180
H -0.093 -0.307 -1.341
H -3.932 -2.169 -0.443
H -4.761 -0.774 -1.078
H -4.574 -0.937 0.984
H 4.540 -0.933 0.416
H 3.891 -1.197 -1.368
H 3.604 -2.422 -0.016
H -0.189 -1.860 1.054
H 0.495 -0.263 1.358
```

As for the energy above the lowest of the compared OMol25 structures with the same formula, charge and spin: 67.5 kJ/mol. As for the total charge: +1. For the electronic energy, the calculation gives -764.67661 Eh. Its HOMO-LUMO gap is 8.81 eV.

An isolated molecule of C10H13PS in a non-equilibrium geometry, computed with ωB97M-V/def2-TZVPD.

XYZ file:
```
25
Properties=species:S:1:pos:R:3
C 0.449 -2.757 0.926
C 0.620 -1.311 0.365
C 0.583 -0.315 1.437
C 0.107 0.979 0.852
S 1.662 1.979 0.549
P 1.483 3.640 1.876
C -0.583 0.560 -0.410
C -1.423 1.277 -1.241
C -1.950 0.634 -2.323
C -1.600 -0.651 -2.624
C -0.850 -1.393 -1.747
C -0.317 -0.766 -0.634
H -0.583 -2.852 1.247
H 0.938 -2.809 1.927
H 0.676 -3.567 0.220
H 1.607 -1.338 -0.153
H -0.086 -0.697 2.159
H 1.539 -0.142 1.995
H -0.572 1.573 1.381
H 2.745 3.654 2.806
H 2.321 4.420 0.915
H -1.773 2.187 -1.020
H -2.616 1.205 -3.087
H -1.887 -1.077 -3.569
H -0.489 -2.434 -1.848
```

As for the energy above the lowest of the compared OMol25 structures with the same formula, charge and spin: 0.0 kJ/mol. The structure (SMILES) is C[C@@H]1C[C@@H](SP)c2ccccc21. For the electronic energy, the calculation gives -1128.34308 Eh. Its HOMO-LUMO gap is 9.49 eV.

A structure of composition C10H14B2F4N6Os in a non-equilibrium geometry, computed with ωB97M-V/def2-TZVPD.

XYZ file:
```
37
Properties=species:S:1:pos:R:3
C 2.735 -0.353 0.122
N 1.533 -0.366 -0.490
N 1.722 -0.099 -1.830
C 3.041 0.016 -2.061
C 3.716 -0.129 -0.855
B 0.494 0.097 -2.771
N -0.501 -1.072 -2.522
N -1.016 -1.346 -1.234
C -1.877 -2.396 -1.364
C -1.873 -2.818 -2.697
C -1.001 -1.975 -3.376
Os -0.424 -0.417 0.397
N -0.212 1.447 -2.372
N -0.643 1.571 -1.084
C -1.164 2.785 -0.906
C -1.068 3.470 -2.119
C -0.462 2.605 -3.013
H -1.560 3.072 0.065
H -0.183 2.707 -4.050
H -1.403 4.471 -2.291
H 0.833 0.147 -3.914
H -0.705 -1.943 -4.413
H 3.393 0.203 -3.064
H -2.444 -3.628 -3.095
H 4.770 -0.074 -0.689
H -2.416 -2.769 -0.510
H 2.813 -0.488 1.187
H -2.069 -0.093 1.027
C -1.754 -1.097 1.546
H -2.479 -1.839 1.256
H -0.649 -1.589 1.333
H -1.756 -0.869 2.602
F 0.331 0.949 1.808
B 0.620 0.596 3.421
F -0.582 0.901 4.004
F 0.900 -0.764 3.362
F 1.681 1.402 3.692
```

As for the multiplicity: 5. As for the total charge: +4. For the electronic energy, the calculation gives -1255.99622 Eh. Its HOMO-LUMO gap (alpha / beta) is 6.88 / 4.01 eV.

A structure of composition C10H14BBaClN6O4 in a non-equilibrium geometry, computed with ωB97M-V/def2-TZVPD.

XYZ file:
```
37
Properties=species:S:1:pos:R:3
H -0.238 2.856 1.862
N 0.181 1.656 0.166
B 0.787 0.787 -2.141
N 0.678 1.944 -1.097
C 0.942 3.265 -1.188
Ba -1.024 -0.464 1.313
H 1.346 3.683 -2.094
C 0.592 3.868 0.026
H 0.658 4.904 0.295
C 0.125 2.819 0.842
H 1.213 1.177 -3.191
C -2.024 -2.692 2.361
H -2.298 -3.288 3.235
H -0.938 -2.830 2.206
H -2.587 -3.027 1.481
N -0.640 0.172 -2.314
N 1.699 -0.325 -1.522
N -1.291 -0.346 -1.191
N 1.343 -0.933 -0.321
C -1.453 0.080 -3.388
C 2.848 -0.860 -1.986
H -1.150 0.442 -4.357
H 3.284 -0.506 -2.907
C -2.654 -0.514 -2.993
C 3.258 -1.852 -1.095
C -2.508 -0.769 -1.619
C 2.289 -1.853 -0.072
H -3.519 -0.728 -3.599
H 4.124 -2.477 -1.174
H -3.217 -1.219 -0.926
H 2.250 -2.480 0.808
H -2.304 -1.628 2.659
O -0.100 1.311 5.353
Cl 0.061 0.231 4.426
O 0.989 -0.778 4.888
O -1.259 -0.380 4.136
O 0.537 0.754 3.117
```

As for the energy above the lowest of the compared OMol25 structures with the same formula, charge and spin: 4.7 kJ/mol. For the electronic energy, the calculation gives -1529.35339 Eh. Its HOMO-LUMO gap is 8.39 eV.

A cluster of 6 separate species, C10H14BBr4NO14 in total in a non-equilibrium geometry, computed with ωB97M-V/def2-TZVPD.

XYZ file:
```
44
Properties=species:S:1:pos:R:3
N 7.026 19.327 -16.640
H 6.725 18.783 -15.844
H 7.103 18.689 -17.419
H 7.937 19.605 -16.304
H 6.322 20.051 -16.642
O 9.866 13.847 -20.769
C 9.651 13.911 -19.539
O 10.154 13.087 -18.631
B 9.648 13.497 -17.266
O 8.575 14.536 -17.491
C 8.640 14.970 -18.787
O 8.076 15.919 -19.352
O 9.132 12.310 -16.601
C 9.831 12.148 -15.393
O 9.619 11.173 -14.625
C 10.869 13.267 -15.327
O 10.771 13.990 -16.439
O 11.547 13.493 -14.315
O 6.660 15.375 -11.147
C 7.465 16.326 -11.669
O 8.489 16.593 -11.092
O 7.040 16.929 -12.694
H 5.929 15.430 -11.767
O 11.423 19.143 -17.759
C 11.691 19.813 -16.657
O 10.839 20.598 -16.194
O 12.741 19.560 -15.991
H 12.202 18.590 -17.850
Br 2.778 21.126 -19.293
C 3.118 22.101 -20.949
C 4.312 23.128 -20.728
Br 5.987 22.256 -20.151
H 2.197 22.565 -21.301
H 3.302 21.320 -21.687
H 4.049 23.919 -20.025
H 4.656 23.598 -21.649
Br 8.904 23.860 -10.366
C 8.102 22.083 -10.386
C 6.597 22.087 -10.700
Br 6.166 22.855 -12.525
H 8.230 21.727 -9.364
H 8.664 21.552 -11.154
H 6.176 22.688 -9.894
H 6.243 21.057 -10.746
```

As for the energy above the lowest of the compared OMol25 structures with the same formula, charge and spin: 420.5 kJ/mol. As for the total charge: -2. For the electronic energy, the calculation gives -11818.74917 Eh. Its HOMO-LUMO gap is 5.02 eV.

- Which value of electronic energy does entry 5 give?
  -1128.34308 Eh

- What is the electronic energy in the fourth record?
  -764.67661 Eh

- Look up the electronic energy of the sixth one.
  -1255.99622 Eh